110
Properties=species:S:1:pos:R:3:lowdin_charge:R:1 method="wB97M-V/def2-TZVPD" lumo_ev=-1.927 homo_energy_ev=-6.4 energy_ev=-55897.5263 total_charge=+1 spin_multiplicity=1 gap_ev=4.50 largest_force_ev_per_a=4.10
Ba -18.660 9.432 29.944 2.004
O -17.998 6.780 29.119 -0.084
O -17.973 7.574 31.819 -0.115
O -20.366 8.581 27.925 -0.083
O -15.818 9.872 30.170 -0.428
O -17.528 9.192 27.433 -0.088
O -19.664 11.505 28.050 -0.073
O -18.898 10.070 32.760 -0.063
O -20.747 7.484 30.727 -0.040
O -20.995 10.752 30.707 -0.104
N -14.566 10.550 29.939 -0.193
C -22.465 7.560 27.623 0.005
C -17.355 8.962 26.259 -0.485
C -22.949 11.468 29.533 0.015
C -15.882 6.967 32.704 -0.014
C -21.098 8.318 25.582 0.013
C -18.877 13.424 26.774 -0.011
C -21.832 12.809 31.467 -0.003
C -21.121 12.274 26.317 -0.011
C -22.661 7.343 32.179 -0.002
C -13.310 12.263 28.633 -0.142
C -19.299 9.820 33.905 -0.437
C -13.432 10.100 30.730 -0.471
C -18.900 4.766 28.158 -0.002
C -17.284 7.629 25.645 0.006
C -17.093 10.122 25.283 0.006
C -18.085 5.859 33.568 0.013
C -17.374 6.869 32.621 -0.433
C -12.841 8.704 30.280 -0.028
C -12.004 11.765 29.306 -0.187
C -14.451 11.200 28.572 -0.420
C -16.864 4.755 29.810 0.007
C -21.194 8.217 27.112 -0.448
C -14.143 10.114 27.514 -0.043
C -21.535 6.785 31.358 -0.459
C -17.928 5.532 29.058 -0.414
C -21.284 5.299 31.456 -0.004
C -19.833 12.358 27.127 -0.421
C -21.847 11.613 30.561 -0.468
C -12.257 11.158 30.684 -0.144
C -13.816 10.080 32.249 -0.052
C -20.754 9.986 34.326 0.001
C -15.752 12.058 28.127 -0.040
C -18.379 9.423 35.031 -0.003
H -18.271 4.085 27.584 0.086
H -20.401 7.555 25.235 0.075
H -15.477 5.956 32.742 0.087
H -23.402 10.502 29.756 0.085
H -15.867 12.983 28.692 0.075
H -17.313 11.050 25.810 0.058
H -11.464 11.063 28.671 0.099
H -14.157 10.566 26.522 0.062
H -17.360 9.532 34.660 0.091
H -14.476 9.258 32.528 0.026
H -20.810 10.451 35.311 0.090
H -22.928 8.281 28.296 0.086
H -18.482 10.194 35.795 0.093
H -17.746 9.968 24.423 0.083
H -22.594 12.688 32.238 0.097
H -21.389 10.482 33.592 0.068
H -20.837 12.910 31.899 0.093
H -16.672 11.475 28.088 0.023
H -21.625 11.311 26.392 0.069
H -23.116 7.158 26.847 0.083
H -18.408 13.259 25.804 0.097
H -15.526 7.456 33.611 0.094
H -23.597 7.064 31.696 0.096
H -16.098 10.122 24.837 0.090
H -21.018 4.985 32.465 0.081
H -19.288 14.433 26.793 0.103
H -13.688 13.112 29.202 0.108
H -18.015 6.086 34.632 0.080
H -19.133 5.798 33.276 0.051
H -17.714 4.847 33.405 0.082
H -11.373 12.646 29.422 0.104
H -17.299 4.028 30.496 0.091
H -13.106 9.776 27.501 0.062
H -20.833 12.539 25.299 0.090
H -12.074 8.455 31.013 0.072
H -23.792 12.146 29.667 0.087
H -22.636 6.917 33.182 0.091
H -22.214 4.764 31.262 0.091
H -12.201 11.904 31.476 0.109
H -18.312 7.411 25.357 0.072
H -21.155 8.973 34.357 0.079
H -13.565 7.894 30.193 0.058
H -14.756 9.215 27.453 0.072
H -18.575 8.426 35.426 0.086
H -13.119 12.611 27.618 0.110
H -17.066 6.797 26.315 0.088
H -22.091 8.131 25.173 0.079
H -12.431 8.817 29.277 0.053
H -16.196 4.210 29.144 0.093
H -22.548 11.543 28.523 0.065
H -13.067 9.847 33.005 0.076
H -22.032 13.728 30.916 0.090
H -22.081 6.748 28.239 0.081
H -19.485 5.357 27.453 0.076
H -16.609 7.649 24.789 0.099
H -20.526 4.976 30.743 0.070
H -22.596 8.424 32.306 0.074
H -21.734 13.073 26.735 0.094
H -16.197 5.425 30.353 0.075
H -19.560 4.178 28.795 0.075
H -20.748 9.300 25.262 0.079
H -15.415 7.489 31.869 0.068
H -14.330 11.015 32.473 0.083
H -11.272 10.708 30.804 0.104
H -18.002 13.366 27.421 0.070
H -15.564 12.330 27.089 0.066

---

128
Properties=species:S:1:pos:R:3:lowdin_charge:R:1 method="wB97M-V/def2-TZVPD" lumo_ev=0.063 homo_energy_ev=-6.6 energy_ev=-199358.7906 spin_multiplicity=1 gap_ev=6.64 largest_force_ev_per_a=19.27
Cl -1.784 5.544 2.082 0.467
Cl 1.118 -3.602 -2.088 0.848
Cl 2.860 0.421 3.403 0.794
Cl 4.376 2.674 1.026 0.563
Cl -2.675 4.759 -0.282 0.590
Cl -1.219 -2.299 -0.838 0.858
Cl 3.247 2.201 -1.661 0.942
Cl 4.984 0.329 1.450 0.566
Cl -0.521 3.407 -1.763 0.953
Cl 0.445 3.693 1.895 0.621
O 1.015 -1.512 3.706 -0.135
O -3.916 0.973 6.785 0.010
O -0.860 -1.347 5.019 0.075
O 3.861 -2.818 0.890 -0.019
O -5.315 1.391 8.480 0.017
O -3.880 2.061 -2.691 0.053
O 0.248 -0.388 -5.012 0.063
O 2.521 -4.225 -0.340 -0.034
O 0.255 1.513 -0.719 -0.081
O 1.757 1.226 -5.306 -0.004
O 3.011 -4.559 1.943 -0.056
O 1.182 -0.454 0.117 -0.136
O -3.112 1.467 8.970 0.091
O -0.040 0.975 1.385 0.019
O -0.667 -2.332 -4.090 -0.039
O -2.301 0.649 -3.715 0.032
O 1.159 -1.512 -3.173 -0.170
O -3.998 1.320 -4.843 0.007
O -0.279 2.080 -4.836 0.155
C 4.266 3.246 -0.616 -0.810
C -1.303 3.813 2.021 -0.990
C -1.830 -2.207 -4.853 -0.208
C 3.032 -3.885 0.716 -0.562
C 4.266 -2.127 -0.235 -0.217
C 2.504 -5.913 2.116 -0.007
C -2.257 3.383 -1.269 -0.819
C 0.844 1.786 -4.541 -0.514
C 2.252 -0.664 -3.062 -0.095
C -1.533 -0.515 -1.699 -0.303
C -1.340 0.667 -2.694 -0.217
C 0.829 1.418 -1.987 -0.550
C -2.801 -3.205 -4.197 -0.052
C 0.314 -1.073 4.758 -0.502
C -2.584 0.879 6.253 -0.160
C 0.549 0.604 0.254 -0.444
C 0.483 -2.517 2.841 -0.123
C -3.490 1.334 -3.618 -0.464
C 1.269 -2.556 1.566 -0.088
C 1.024 0.090 5.370 -0.061
C -5.548 1.614 9.865 -0.056
C -2.454 0.334 4.772 -0.172
C -0.114 0.191 2.566 -0.167
C 0.545 -2.478 -0.851 -0.778
C 3.140 -1.307 -0.814 -0.112
C 2.656 0.345 -7.364 -0.051
C -5.142 2.016 -5.290 -0.033
C 1.374 0.740 -6.615 -0.187
C -4.027 1.291 8.170 -0.505
C 1.375 2.243 -3.257 -0.324
C 0.285 -1.303 -4.203 -0.387
C -0.939 0.952 3.550 -0.124
C 3.245 0.132 1.690 -0.906
H 2.851 -0.644 -3.972 0.149
H 2.326 -1.217 -0.095 0.017
H 3.864 4.259 -0.583 0.048
H 0.843 -1.504 -1.239 0.029
H 0.909 0.081 2.924 0.023
H -1.402 0.354 4.486 -0.113
H 2.814 -6.593 1.322 0.099
H 4.687 -2.862 -0.921 0.139
H 1.355 -1.616 1.020 0.044
H 1.901 1.618 -1.995 -0.129
H -2.262 -1.212 -4.742 0.109
H 5.141 -1.547 0.062 0.066
H -5.899 2.642 9.958 0.095
H -0.714 -0.445 -0.983 0.027
H 3.625 -0.342 -0.956 0.084
H 2.220 2.870 -3.543 0.130
H -4.727 1.484 10.570 0.093
H 2.880 -0.667 -7.028 0.066
H 1.742 1.390 -2.685 -0.085
H 0.718 0.411 -2.388 0.116
H -1.664 -2.413 -5.910 0.133
H -2.530 -0.505 -1.260 0.111
H 2.002 0.333 -2.699 0.037
H 2.776 -1.729 -1.751 0.042
H -5.127 2.062 -6.379 0.094
H -0.557 -2.254 2.652 0.117
H -6.364 1.023 10.282 0.091
H -1.390 -1.490 -2.164 -0.073
H -6.063 1.488 -5.043 0.097
H -3.196 0.752 4.091 0.128
H 0.891 1.530 -7.189 0.123
H -2.001 1.796 6.345 0.123
H 0.613 -0.020 -6.435 0.093
H 1.445 -5.855 2.367 0.091
H 2.945 -0.994 -2.288 -0.003
H -1.950 0.545 3.553 0.034
H -0.566 0.861 4.570 0.088
H 0.994 -2.689 0.120 -0.066
H 1.101 0.943 4.695 0.046
H 3.072 -0.924 1.480 0.014
H 2.942 -6.322 3.026 0.089
H 1.947 -0.398 5.680 0.093
H -1.452 1.543 -2.054 0.049
H -0.325 0.762 -3.079 0.068
H -2.074 0.130 6.858 0.116
H 3.562 0.945 -7.276 0.077
H -2.472 -4.242 -4.275 0.077
H 0.560 0.386 6.310 0.116
H 0.420 -3.477 3.354 0.144
H 2.257 -2.988 1.728 0.077
H -0.573 -0.785 2.411 0.123
H -1.011 2.020 3.345 0.081
H 0.631 2.857 -2.750 -0.048
H 0.318 2.141 -2.622 -0.082
H 5.281 3.232 -1.013 0.041
H -5.104 3.044 -4.930 0.099
H -1.538 3.325 2.967 0.006
H -2.800 -0.692 4.893 0.111
H -2.917 3.445 -2.134 0.025
H -1.776 3.357 1.151 -0.036
H 2.382 0.231 -8.413 0.073
H -3.044 -3.139 -3.137 0.062
H -2.478 2.472 -0.712 0.057
H -3.785 -3.208 -4.665 0.074
H 0.704 -3.271 0.969 0.102
H 2.684 0.745 0.985 0.015